[1]
93
Properties=species:S:1:pos:R:3 method="wB97M-V/def2-TZVPD" orbital_gap_ha=0.2818 homo_energy_ev=-7.31 lumo_ev=0.4 relative_energy_kcal_mol=193.9
C 3.33377 5.36133 0.20098
C 2.91724 4.13350 -0.08521
C 2.54573 2.55555 -0.30911
C 0.98911 2.45695 -0.74000
C 0.59130 1.08748 -1.49302
C 0.30260 -0.16522 -0.52540
C 0.97014 -0.44612 0.87184
C 0.66039 -1.74382 1.75364
C -0.37958 -2.78580 1.18139
C -1.12225 -2.55481 -0.20255
C -0.77074 -1.24294 -1.03252
O 3.46894 1.95179 -1.25795
C 4.33954 1.05444 -0.46736
C 5.42255 0.35773 -1.44762
O 5.87970 -0.95154 -0.99322
C 6.95527 -0.82229 -0.02630
C 6.36333 -1.29013 1.40705
F 5.38904 -2.33883 1.12671
F 5.77025 -0.18051 2.10547
F 7.36754 -1.89731 2.26487
H 3.72362 6.23926 0.85176
H 2.76686 2.05092 0.72024
H 0.82044 3.31477 -1.51566
H 0.26498 2.68923 0.13025
H 1.37690 0.75740 -2.27048
H -0.39628 1.26989 -2.08984
H 1.72661 0.29112 1.31712
H 1.23552 -1.86552 2.75461
H -0.58977 -3.74259 1.78209
H -1.86956 -3.35829 -0.54239
H -1.31120 -1.06897 -2.03306
H 3.71688 0.19757 0.02300
H 4.87780 1.65908 0.37167
H 6.27813 1.12318 -1.59346
H 4.95151 0.19033 -2.49892
H 7.77017 -1.61875 -0.31725
H 7.46833 0.20752 -0.01376
Br -2.39007 -2.20695 2.47061
C -2.57077 -2.05614 4.40776
C -3.14295 -0.71572 4.80080
Br -1.79634 0.68847 4.67987
H -1.58551 -2.24825 4.83541
H -3.24916 -2.86270 4.69390
H -3.45392 -0.72153 5.84737
H -3.98359 -0.40505 4.17854
Br -4.16391 -4.97056 0.35272
C -5.48201 -4.98050 -1.08357
C -4.84275 -5.30904 -2.41054
Br -3.87405 -3.77591 -3.12694
H -5.97501 -4.00753 -1.07002
H -6.20234 -5.75129 -0.80270
H -5.60473 -5.53797 -3.15820
H -4.13359 -6.13612 -2.35595
Br 10.05910 -0.94897 -0.24417
C 11.47498 -1.00226 -1.58342
C 10.96878 -1.55751 -2.89242
Br 10.78478 -3.49675 -2.81339
H 12.29561 -1.58029 -1.15656
H 11.79194 0.03566 -1.70298
H 11.68851 -1.37291 -3.69210
H 9.99690 -1.15729 -3.18461
Br -8.77795 -3.17105 -4.23042
C -7.27028 -2.82762 -5.41783
C -7.23853 -3.81240 -6.56133
Br -6.56141 -5.54577 -5.98073
H -6.36918 -2.84983 -4.80297
H -7.42642 -1.81277 -5.78882
H -6.54364 -3.48055 -7.33502
H -8.21760 -3.98706 -7.00937
Br 6.70807 3.10300 -2.94793
C 6.48703 3.25240 -4.87942
C 5.13388 2.74656 -5.31682
Br 5.07705 0.79771 -5.32673
H 7.31833 2.71510 -5.33769
H 6.58682 4.31812 -5.09452
H 4.92821 3.04152 -6.34753
H 4.31815 3.08564 -4.67661
Br -3.70692 2.73256 2.17254
C -5.23497 3.76889 2.79673
C -5.19027 3.96108 4.29298
Br -5.73440 2.34019 5.23028
H -6.13220 3.25204 2.45369
H -5.15602 4.72912 2.28320
H -5.90746 4.72314 4.60444
H -4.19998 4.22664 4.66552
Br -9.29687 4.84163 5.50309
C -9.68278 3.08818 6.26306
C -9.87694 3.17034 7.75787
Br -8.17018 3.34516 8.68396
H -8.86677 2.42673 5.96830
H -10.60275 2.76289 5.77328
H -10.31373 2.24585 8.14018
H -10.49494 4.01413 8.06760

=====

[2]
16
Properties=species:S:1:pos:R:3 method="wB97M-V/def2-TZVPD" orbital_gap_ha=0.2898 homo_energy_ev=-6.75 lumo_ev=1.1 relative_energy_kcal_mol=120.5
C -1.10393 1.73569 0.29499
N 0.11687 1.11260 -0.15653
C 1.03355 0.42082 0.62219
C 0.61577 -1.35762 0.43673
C -0.61895 -1.80342 0.00347
C 0.24011 0.26908 -1.20639
C 1.35815 -0.46083 -0.53415
H -1.75480 0.95479 0.71217
H -1.60451 2.21277 -0.55101
H -0.88066 2.48922 1.05319
H 1.58468 0.77617 1.48149
H 1.12819 -1.77970 1.30476
H -1.31486 -2.27885 0.69331
H -0.84826 -1.89284 -1.04900
H -0.28483 0.28840 -2.14990
H 2.33347 -0.68629 -0.95534

=====

[3]
13
Properties=species:S:1:pos:R:3 method="wB97M-V/def2-TZVPD" orbital_gap_ha=0.3727 homo_energy_ev=-10.46 lumo_ev=-0.3 relative_energy_kcal_mol=67.6
C 0.99063 -2.03698 -1.43446
N -0.09704 -1.57051 -1.00534
N -0.34157 -0.27235 -1.13879
C -0.19908 0.54156 -0.16055
C -0.65618 1.91644 -0.41080
O -0.47363 2.81430 0.37179
O 0.50097 0.31383 1.06233
C -0.33538 0.26858 2.13729
O -1.48735 0.50791 2.15848
H 1.76896 -1.37581 -1.78230
H 1.22928 -3.07881 -1.36984
H -1.15235 2.07870 -1.38662
H 0.25273 -0.10686 2.95880

=====

[4]
67
Properties=species:S:1:pos:R:3 method="wB97M-V/def2-TZVPD" orbital_gap_ha="0.1509 / 0.1383" spin_multiplicity=2 total_charge=+4 homo_energy_ev="-19.08 / -18.59" lumo_ev="-15.0 / -14.8" s2=1.77
In 0.79066 -0.78045 0.49770
C -2.89682 -1.77298 1.58819
O -1.61012 -2.34967 1.37234
H -3.08194 -0.98006 0.86355
H -3.69292 -2.50707 1.71247
H -2.92995 -1.22090 2.52745
H -1.65425 -3.23636 1.73763
C -3.36724 -0.98593 -2.20889
S -2.93998 0.54636 -1.29592
O -1.47973 0.14109 -0.99886
C -2.90948 1.65744 -2.74971
H -4.27266 -0.86364 -2.80333
H -3.41454 -1.91398 -1.63916
H -2.51519 -1.07971 -2.88218
H -3.84110 1.59070 -3.31160
H -2.09911 1.48173 -3.45719
H -2.68858 2.70560 -2.54808
C 3.48637 2.96636 2.46547
S 1.66582 2.72912 2.58393
O 1.54529 1.21655 2.27252
C 1.46111 2.88340 4.43184
H 3.84713 3.92214 2.84554
H 3.83475 2.83976 1.44044
H 3.98066 2.16987 3.02169
H 1.73140 3.88885 4.75449
H 2.11710 2.26233 5.04181
H 0.58437 2.45504 4.91758
C 1.91174 4.00323 -1.57897
S 0.32779 3.08780 -1.44710
O 0.62031 1.93770 -0.46951
C -0.74388 4.29580 -0.63742
H 2.68584 3.42737 -2.08615
H 2.28480 4.21922 -0.57783
H 1.82863 4.92405 -2.15628
H -0.93608 5.19792 -1.21824
H -0.23731 4.59921 0.27878
H -1.67217 3.81066 -0.33573
C -1.62930 -4.77970 -2.20427
S -0.59021 -3.32215 -2.66630
O -0.12690 -2.76172 -1.31891
C 0.81520 -4.29247 -3.26394
H -2.51593 -4.31388 -1.77416
H -1.03513 -5.37419 -1.51027
H -1.94626 -5.35169 -3.07632
H 1.14494 -4.87612 -2.40445
H 1.64935 -3.70092 -3.64125
H 0.53763 -4.99884 -4.04630
C -2.52490 1.60241 4.11077
S -1.67978 2.01968 2.51932
O -1.15900 0.75813 1.88392
C -3.25024 2.44371 1.66122
H -3.06044 0.66400 3.96693
H -3.23724 2.36054 4.43620
H -1.71384 1.52698 4.83506
H -3.14141 2.67278 0.60113
H -3.82224 3.26624 2.09061
H -3.93256 1.59369 1.66279
C 5.21222 -2.48842 -0.21049
S 3.66407 -3.35628 -0.69635
O 2.56901 -2.32186 -1.01050
C 4.24758 -4.17174 -2.22466
H 6.01948 -3.22016 -0.17920
H 5.16161 -2.21432 0.84327
H 5.48466 -1.60122 -0.78211
H 3.63898 -5.03708 -2.48714
H 5.25439 -4.53308 -2.01520
H 4.24581 -3.46082 -3.05091

=====

[5]
45
Properties=species:S:1:pos:R:3 method="wB97M-V/def2-TZVPD" orbital_gap_ha=0.3117 homo_energy_ev=-8.51 lumo_ev=0.0 relative_energy_kcal_mol=25.6
C 1.54065 1.97258 2.52343
N 0.56502 2.90277 1.99449
C 1.18020 3.83744 1.07415
C -0.56962 2.23435 1.37980
C -1.43497 1.48760 2.40430
N -1.13577 0.07582 2.48528
C -2.00667 -0.86447 2.06178
O -3.11645 -0.60414 1.64991
C -1.49218 -2.29847 2.18307
C -2.08114 -3.14357 1.06157
N -1.78616 -2.55321 -0.23319
N -0.75840 -1.74312 -0.28876
C -0.48067 -1.09749 -1.38840
C 0.70692 -0.23902 -1.36298
C 1.77618 -0.56882 -0.52950
C 2.91259 0.21395 -0.48873
C 2.98662 1.34843 -1.28418
Cl 4.40243 2.33886 -1.23265
C 1.93122 1.69997 -2.11197
C 0.79989 0.90698 -2.15068
C -1.29575 -1.25272 -2.54752
C -2.34255 -2.10657 -2.49738
C -2.64746 -2.84631 -1.29073
O -3.53969 -3.66016 -1.15022
H 1.89783 1.25732 1.76565
H 2.39479 2.53357 2.89912
H 1.10747 1.42624 3.35994
H 0.43856 4.57035 0.76028
H 1.59078 3.34637 0.17935
H 1.98617 4.36086 1.58571
H -0.25606 1.52826 0.58927
H -1.18005 3.00978 0.91292
H -2.48591 1.54476 2.11429
H -1.31025 1.95575 3.38473
H -0.19883 -0.19130 2.73841
H -0.40384 -2.31781 2.14615
H -1.82401 -2.70530 3.13976
H -1.69276 -4.16663 1.09066
H -3.17139 -3.18469 1.13933
H 1.70346 -1.45497 0.08144
H 3.74122 -0.04997 0.15015
H 1.99562 2.59010 -2.71810
H -0.02536 1.20053 -2.78102
H -1.05841 -0.71099 -3.45040
H -2.99389 -2.27389 -3.34119

=====

[6]
12
Properties=species:S:1:pos:R:3 method="wB97M-V/def2-TZVPD" orbital_gap_ha=0.3612 homo_energy_ev=-9.68 lumo_ev=0.1 relative_energy_kcal_mol=15.7
C 1.70785 0.68137 -0.28123
C 0.81762 -0.45100 -0.41306
O 1.14380 -1.59116 -0.49320
P -0.84421 0.16807 0.01664
N -1.92268 -1.14475 0.23542
O -1.42212 1.19921 -0.81977
H 1.20049 1.58462 -0.63359
H 2.65223 0.35149 -0.75721
H 1.89826 1.05035 0.69398
H -0.50173 0.68045 1.33686
H -1.92191 -1.76759 1.07473
H -2.80762 -0.76106 0.04043

=====

[7]
21
Properties=species:S:1:pos:R:3 method="wB97M-V/def2-TZVPD" orbital_gap_ha=0.2907 homo_energy_ev=-7.12 lumo_ev=0.8 relative_energy_kcal_mol=81.0
C 2.80302 -0.44642 -0.60540
N 2.24935 0.06799 0.63938
N 0.91483 0.31151 0.34367
C 0.30340 1.57840 0.24759
C -1.02345 1.47131 0.03235
N -1.96609 2.57691 -0.16704
C -1.39649 0.08089 -0.00414
C -2.34558 -0.94009 -0.21107
C -1.68580 -2.11303 -0.01994
N -0.37424 -1.92353 0.29909
C -0.20181 -0.62494 0.09876
H 2.27515 -1.31609 -0.92819
H 2.63942 0.31219 -1.25773
H 3.91536 -0.69547 -0.54413
H 2.21376 -0.51815 1.48012
H 0.89876 2.58687 0.34640
H -1.48229 3.39554 0.02128
H -2.82240 2.58811 0.30892
H -3.40148 -0.68009 -0.20903
H -1.93661 -3.18230 -0.08559
H 0.42321 -2.52960 0.21471

=====

[8]
7
Properties=species:S:1:pos:R:3 method="wB97M-V/def2-TZVPD" orbital_gap_ha="0.3868 / 0.2566" homo_energy_ev="-10.09 / -8.41" lumo_ev="0.4 / -1.4" relative_energy_kcal_mol=71.5
C 0.67179 -0.80330 -0.71712
N -0.82863 0.80666 0.86696
O -0.05246 1.58168 1.26846
O -1.97974 0.58817 1.10700
F 1.53235 0.13254 -0.94907
F -0.23567 -0.90880 -1.67501
H 0.89235 -1.39694 0.09877

=====

[9]
19
Properties=species:S:1:pos:R:3 method="wB97M-V/def2-TZVPD" orbital_gap_ha=0.1690 total_charge=-1 homo_energy_ev=-3.13 lumo_ev=1.5 relative_energy_kcal_mol=122.8
C 0.24248 0.64345 -0.07236
C 1.70869 0.73057 -0.58914
S 2.82449 -0.48055 0.15217
C -0.62353 -0.31151 -0.89585
N -2.02813 -0.50983 -0.52771
C -1.97848 -1.28316 0.74647
H 0.36180 0.47430 1.00989
H -0.20777 1.66043 -0.21005
H 2.06844 1.74114 -0.36995
H 1.68245 0.68434 -1.67400
H -0.51610 -0.09015 -1.98125
H -0.14590 -1.27583 -0.67922
H 1.72157 -1.39277 -1.40463
H -3.01272 -1.34201 1.13377
H -1.41416 -0.63430 1.43739
H -1.48406 -2.25025 0.72667
H -3.08858 2.38501 0.73611
H -2.31060 0.49233 -0.29620
O -2.59887 1.55640 0.89669

=====

[10]
12
Properties=species:S:1:pos:R:3 method="wB97M-V/def2-TZVPD" orbital_gap_ha=0.2937 homo_energy_ev=-8.83 lumo_ev=-0.8 relative_energy_kcal_mol=3.0
S -2.95515 -0.39642 1.80249
C -1.35561 -0.29496 1.69981
N -0.71499 0.14472 0.55009
C 0.66492 0.07743 0.33097
S 1.76877 -0.20608 1.48742
C 1.08524 0.47945 -1.07569
S -0.02091 -0.06482 -2.37953
H -0.71289 -0.48955 2.52439
H -1.32069 0.45896 -0.20755
H 2.12655 0.11878 -1.30164
H 1.25661 1.54369 -1.05850
H 0.17814 -1.37119 -2.37225

=====

[11]
20
Properties=species:S:1:pos:R:3 method="wB97M-V/def2-TZVPD" orbital_gap_ha=0.3263 homo_energy_ev=-8.19 lumo_ev=0.7 relative_energy_kcal_mol=19.8
C -3.10695 -0.59798 -1.51407
C -2.19925 0.17524 -0.90668
C -1.07264 -0.36246 -0.17764
C 0.06402 0.27705 0.16746
C 0.30922 1.68243 -0.35221
C 1.21227 -0.49780 0.72170
C 1.42463 -1.74928 0.30929
C 2.13811 0.19103 1.67912
H -2.96215 -1.67270 -1.52299
H -3.94827 -0.24613 -2.09291
H -2.33708 1.24554 -0.99156
H -1.14885 -1.37479 0.19897
H 1.36804 1.93446 -0.31285
H -0.15954 2.49519 0.20654
H -0.06846 1.75819 -1.36931
H 1.01099 -2.24417 -0.55107
H 2.29973 -2.26752 0.69869
H 2.02564 1.26621 1.53010
H 1.95675 0.01696 2.74289
H 3.19376 -0.02947 1.53653

=====

[12]
107
Properties=species:S:1:pos:R:3 method="wB97M-V/def2-TZVPD" orbital_gap_ha="0.2506 / 0.1839" spin_multiplicity=5 total_charge=+1 homo_energy_ev="-10.44 / -10.49" lumo_ev="-3.6 / -5.5" relative_energy_kcal_mol=14.7 s2=6.09
Pt 0.35615 0.46295 0.81571
C 3.76611 0.75458 -1.40890
O 2.77616 1.40654 -0.61814
C 2.48644 2.69114 -0.85391
C 2.99689 3.42944 -1.91778
C 2.66771 4.76885 -2.05962
C 1.82816 5.39690 -1.14707
C 1.30495 4.67405 -0.09706
C 1.60808 3.31617 0.06061
N 1.06245 2.58324 1.12955
N 0.85876 3.29591 2.15957
C 0.12655 3.04500 3.24450
C -0.81040 1.91281 3.41164
O -0.88274 0.96905 2.62062
C -1.66869 1.91970 4.57795
C -1.58707 2.88601 5.50169
C -0.62467 3.96223 5.41391
C -0.53473 4.93078 6.41052
C 0.41230 5.93407 6.33328
C 1.28819 5.98814 5.24896
C 1.20022 5.05481 4.23911
C 0.24247 4.02874 4.30186
H 4.69209 1.33113 -1.42686
H 3.40574 0.58668 -2.42595
H 3.94039 -0.19831 -0.91864
H 3.66861 2.96335 -2.62362
H 3.07110 5.32558 -2.89535
H 1.58199 6.44407 -1.25790
H 0.63873 5.13569 0.61840
H -2.36925 1.10029 4.66831
H -2.24530 2.86237 6.36219
H -1.21427 4.89210 7.25303
H 0.48189 6.68082 7.11301
H 2.03378 6.77006 5.19309
H 1.86264 5.10150 3.38687
O -0.00430 0.96289 -2.21380
C -1.26438 1.23830 -2.62924
C -2.20503 1.56284 -1.04068
O -3.37966 1.58527 -1.26079
O -1.45137 1.72299 -0.08916
C -1.36986 2.54665 -3.38996
C -2.55849 3.25917 -3.54965
C -2.58996 4.39865 -4.33568
C -1.44543 4.84185 -4.98318
C -0.26017 4.14085 -4.82809
C -0.21881 3.00616 -4.03453
C -1.83728 0.03382 -3.33176
C -3.20139 -0.17384 -3.53363
C -3.64135 -1.26380 -4.26587
C -2.73302 -2.16066 -4.81006
C -1.37459 -1.95353 -4.62558
C -0.92756 -0.87027 -3.88846
H 0.43105 1.79503 -1.96851
H -3.46113 2.93073 -3.05909
H -3.51843 4.94417 -4.44027
H -1.48169 5.71789 -5.61698
H 0.63651 4.46542 -5.34012
H 0.70450 2.44682 -3.96602
H -3.92411 0.49732 -3.09870
H -4.70415 -1.41514 -4.40109
H -3.08608 -3.01700 -5.36963
H -0.65539 -2.62999 -5.06941
H 0.13242 -0.71163 -3.75892
C -2.25016 -3.85702 0.54907
C -2.08330 -2.42176 1.03778
C -3.03385 -1.49867 0.30001
C -2.30423 -2.32692 2.54245
O -0.73740 -1.94284 0.72252
Si 0.68760 -2.72913 0.97298
S 2.02386 -1.05561 1.19393
O 1.18009 -3.71802 -0.20227
C 1.35013 -3.72502 -1.62458
C 0.02245 -4.11053 -2.26553
C 1.79661 -2.35066 -2.10733
C 2.41709 -4.77072 -1.91935
O 0.60002 -3.60145 2.32843
C 1.43328 -4.63934 2.89545
C 2.90169 -4.36957 2.58938
C 1.17316 -4.58704 4.39301
C 0.98920 -5.97197 2.30674
H -3.22281 -4.24025 0.85874
H -1.47925 -4.50381 0.97138
H -2.19163 -3.90229 -0.53920
H -4.05672 -1.86786 0.38427
H -2.76771 -1.44743 -0.75848
H -2.99563 -0.49781 0.72998
H -3.32796 -2.61363 2.78766
H -2.13336 -1.30427 2.88036
H -1.61297 -2.98563 3.06677
H -0.71484 -3.31701 -2.12358
H -0.35628 -5.02765 -1.81177
H 0.15397 -4.27868 -3.33548
H 1.06582 -1.59051 -1.81912
H 1.89766 -2.35666 -3.19446
H 2.75839 -2.08833 -1.66427
H 2.12792 -5.73023 -1.48854
H 3.37222 -4.46854 -1.48750
H 2.53952 -4.89303 -2.99625
H 3.17686 -3.36413 2.91340
H 3.08811 -4.45139 1.51694
H 3.53117 -5.09055 3.11162
H 1.44177 -3.60326 4.78032
H 1.75972 -5.34418 4.91504
H 0.11505 -4.76440 4.59086
H 1.12433 -5.96376 1.22457
H -0.06579 -6.14770 2.52568
H 1.57387 -6.78810 2.73369

=====

Number 1: energy -37617.85443 a.u., strongest force on any atom 7.12 eV Å⁻¹. Number 2: energy -288.59005 a.u., strongest force on any atom 0.50 eV Å⁻¹. Number 3: energy -489.97609 a.u., strongest force on any atom 2.21 eV Å⁻¹. Number 4: energy -3623.40312 a.u., strongest force on any atom 2.48 eV Å⁻¹. Number 5: energy -1490.10562 a.u., strongest force on any atom 0.94 eV Å⁻¹. Number 6: energy -626.39537 a.u., strongest force on any atom 3.35 eV Å⁻¹. Number 7: energy -491.64501 a.u., strongest force on any atom 6.01 eV Å⁻¹. Number 8: energy -443.46621 a.u., strongest force on any atom 2.61 eV Å⁻¹. Number 9: energy -687.63233 a.u., strongest force on any atom 4.40 eV Å⁻¹. Number 10: energy -1366.60922 a.u., strongest force on any atom 2.09 eV Å⁻¹. Number 11: energy -311.95483 a.u., strongest force on any atom 1.42 eV Å⁻¹. Number 12: energy -3187.43535 a.u., strongest force on any atom 1.44 eV Å⁻¹.